No. 1
Density functional theory data (wB97M-V/def2-TZVPD) for C26H36N8O3PtS2Se as an isolated structure at a distorted geometry.

Last column: Löwdin charge in e.
CARTESIAN COORDINATES (ANGSTROEM)
1 Pt 0.391 1.666 -2.260  1.028
2 N 2.056 -2.064 -3.717  0.136
3 C 1.559 -0.835 -3.566  -0.654
4 S 0.465 -0.559 -2.111  0.617
5 N 1.748 0.115 -4.394  0.062
6 N 1.223 1.316 -4.020  -0.209
7 C 1.360 2.320 -4.808  0.007
8 C 0.872 3.596 -4.292  -0.220
9 C 0.835 4.757 -5.032  0.030
10 C 0.326 5.911 -4.440  0.001
11 C -0.140 5.850 -3.141  0.008
12 C -0.082 4.647 -2.447  -0.079
13 N 0.448 3.560 -2.996  -0.055
14 H 1.746 -2.833 -3.146  0.078
15 H 2.561 -2.273 -4.565  0.139
16 H 1.858 2.219 -5.764  0.155
17 H 1.179 4.754 -6.057  0.135
18 H 0.277 6.834 -5.001  0.130
19 H -0.568 6.716 -2.657  0.128
20 H -0.502 4.525 -1.459  0.103
21 N 0.620 3.510 1.563  0.103
22 C -0.318 2.556 1.889  -0.042
23 C -0.432 1.761 0.796  -0.154
24 N 0.445 2.205 -0.174  -0.096
25 C 1.049 3.272 0.318  -0.174
26 H 0.944 4.256 2.158  0.171
27 H -0.842 2.563 2.827  0.129
28 H -1.148 0.983 0.587  0.084
29 H 1.809 3.856 -0.173  0.141
30 C -4.360 1.794 -1.844  -0.120
31 S -2.588 1.676 -1.762  0.355
32 O -2.291 0.415 -1.075  -0.425
33 O -2.106 1.670 -3.141  -0.398
34 O -2.114 2.836 -1.026  -0.370
35 H -4.685 1.427 -2.813  0.068
36 H -4.641 2.837 -1.722  0.067
37 H -4.791 1.196 -1.047  0.063
38 C 2.461 -1.970 4.995  -0.081
39 C 2.709 -2.403 3.555  -0.240
40 C 3.076 -1.255 2.619  -0.196
41 C 1.996 -0.193 2.439  -0.140
42 N 0.712 -0.764 2.013  -0.007
43 C 0.458 -1.369 0.844  -0.532
44 Se 1.822 -1.399 -0.491  0.951
45 N -0.795 -1.820 0.813  0.029
46 C -1.468 -2.686 -0.169  -0.124
47 C -1.500 -4.131 0.313  -0.159
48 C -0.131 -4.806 0.254  -0.241
49 C 0.359 -5.064 -1.166  -0.095
50 C -1.408 -1.446 2.005  -0.136
51 C -2.715 -1.634 2.450  0.030
52 C -3.013 -1.129 3.695  -0.032
53 C -2.049 -0.459 4.472  -0.036
54 C -0.757 -0.276 4.031  -0.005
55 C -0.452 -0.792 2.771  -0.149
56 H 2.359 -2.836 5.646  0.085
57 H 1.548 -1.383 5.101  0.048
58 H 3.294 -1.373 5.372  0.088
59 H 1.836 -2.939 3.166  0.102
60 H 3.531 -3.120 3.533  0.118
61 H 3.368 -1.658 1.642  0.062
62 H 3.967 -0.742 2.992  0.131
63 H 2.284 0.557 1.699  0.112
64 H 1.801 0.326 3.375  0.124
65 H -0.933 -2.614 -1.110  0.068
66 H -2.447 -2.244 -0.345  0.132
67 H -2.210 -4.668 -0.320  0.132
68 H -1.896 -4.176 1.330  0.116
69 H -0.179 -5.754 0.791  0.119
70 H 0.603 -4.200 0.800  0.089
71 H -0.305 -5.751 -1.691  0.090
72 H 1.357 -5.502 -1.165  0.084
73 H 0.392 -4.143 -1.759  0.032
74 H -3.458 -2.140 1.850  0.129
75 H -4.013 -1.246 4.089  0.122
76 H -2.334 -0.077 5.442  0.121
77 H -0.029 0.245 4.635  0.115

Computed properties:
- HOMO energy (hartree) = -0.5057
- max |F| (eV/A) = 2.2
- HOMO-LUMO gap (eV) = 7.1
- spin multiplicity = 1
- ΔE to the lowest compared entry with this formula, charge and spin (kcal/mol) = 24.5
- LUMO level (eV) = -6.639
- total charge = +2

No. 2
Density functional theory data (wB97M-V/def2-TZVPD) for a 3-piece molecular cluster, C4H14NO2 overall at a distorted geometry.

Last column: Löwdin charge in e.
CARTESIAN COORDINATES (ANGSTROEM)
1 C -0.340 -0.422 3.314  -0.111
2 C 0.865 0.030 2.515  -0.198
3 C 0.605 -0.332 1.032  -0.060
4 C -0.317 0.422 0.424  -0.088
5 N -0.600 0.132 -1.006  0.160
6 H -1.084 -1.050 2.862  0.069
7 H -0.924 0.348 3.796  0.076
8 H -0.203 -0.994 4.208  0.067
9 H 1.724 -0.575 2.770  0.106
10 H 1.010 1.120 2.376  0.123
11 H 1.054 -1.202 0.628  0.111
12 H -0.714 1.257 0.942  0.125
13 H -0.608 -0.904 -1.168  0.129
14 H -1.529 0.540 -1.137  0.162
15 H 0.090 0.671 -1.568  0.119
16 H 2.188 1.375 -2.784  0.059
17 H 1.494 2.737 -2.788  0.071
18 O 1.482 1.869 -2.355  -0.044
19 H -2.329 -1.937 -2.209  0.089
20 H -1.127 -2.120 -3.297  0.068
21 O -1.466 -1.644 -2.549  -0.034

Computed properties:
- HOMO energy (hartree) = -0.5084
- max |F| (eV/A) = 3.5
- HOMO-LUMO gap (eV) = 10.8
- spin multiplicity = 1
- ΔE to the lowest compared entry with this formula, charge and spin (kcal/mol) = 49.0
- LUMO level (eV) = -3.057
- total charge = +1

No. 3
Density functional theory data (wB97M-V/def2-TZVPD) for C32H37ClN2PtSi2 as an isolated structure at a distorted geometry.

Last column: Löwdin spin population.
CARTESIAN COORDINATES (ANGSTROEM)
1 C -1.438 -0.432 5.809  0.163
2 C -2.248 0.235 4.864  0.276
3 C -2.152 -0.451 3.616  0.295
4 H -2.910 1.082 5.058  0.009
5 C -1.285 -1.634 3.821  0.178
6 C -0.806 -1.539 5.197  0.333
7 H -0.305 -2.356 5.700  0.010
8 H -1.412 -0.197 6.873  0.002
9 H -2.814 -0.366 2.753  0.011
10 H -1.309 -2.503 3.162  0.014
11 Pt 0.097 -0.206 3.066  1.309
12 Si 1.920 0.215 -3.242  0.002
13 C 1.423 1.719 -4.245  0.000
14 C 2.158 2.280 -5.309  0.000
15 H 3.123 1.854 -5.598  0.000
16 C 1.638 3.372 -6.015  0.000
17 H 2.189 3.798 -6.854  0.000
18 C 0.394 3.921 -5.659  0.000
19 H -0.008 4.781 -6.198  0.000
20 C -0.363 3.337 -4.635  0.000
21 H -1.352 3.726 -4.373  0.000
22 C 0.136 2.223 -3.961  0.000
23 H -0.487 1.730 -3.210  0.000
24 C 1.607 -1.252 -4.359  0.000
25 C 0.614 -1.165 -5.352  0.000
26 H 0.194 -0.194 -5.618  0.000
27 C 0.154 -2.325 -6.001  0.000
28 H -0.653 -2.256 -6.731  0.000
29 C 0.744 -3.560 -5.718  0.000
30 H 0.367 -4.472 -6.195  0.000
31 C 1.842 -3.626 -4.841  0.000
32 H 2.342 -4.582 -4.678  0.000
33 C 2.295 -2.474 -4.188  0.000
34 H 3.175 -2.509 -3.541  0.000
35 H 0.805 0.188 -2.199  0.000
36 Si 0.085 -0.005 0.802  0.279
37 C -0.655 -1.589 0.099  0.097
38 C -1.852 -1.543 -0.641  0.034
39 H -2.274 -0.584 -0.957  0.001
40 C -2.546 -2.728 -0.948  0.008
41 H -3.511 -2.679 -1.473  0.000
42 C -2.009 -3.956 -0.567  0.046
43 H -2.529 -4.870 -0.836  0.002
44 C -0.783 -4.021 0.101  0.001
45 H -0.367 -4.998 0.366  -0.001
46 C -0.096 -2.842 0.423  0.041
47 H 0.870 -2.915 0.936  0.002
48 C -1.024 1.448 0.238  0.117
49 C -2.245 1.648 0.890  0.058
50 H -2.551 0.972 1.692  0.001
51 C -3.077 2.713 0.545  -0.001
52 H -4.037 2.806 1.051  -0.001
53 C -2.697 3.594 -0.463  0.055
54 H -3.353 4.390 -0.764  0.002
55 C -1.507 3.378 -1.155  0.027
56 H -1.247 4.003 -2.004  0.001
57 C -0.651 2.335 -0.781  0.024
58 H 0.322 2.191 -1.259  0.001
59 H 3.241 0.249 -2.449  0.001
60 Cl 2.120 0.456 0.477  0.108
61 N 1.789 -1.078 4.104  0.192
62 C 2.092 -0.801 5.544  0.023
63 C 1.756 0.590 6.040  0.007
64 C 1.724 1.675 4.991  0.018
65 N 0.506 1.586 4.136  0.200
66 H 2.638 -0.940 3.554  0.008
67 H 1.636 -2.081 4.011  0.006
68 H 1.542 -1.538 6.115  0.003
69 H 3.159 -1.032 5.692  0.006
70 H 0.814 0.574 6.614  0.002
71 H 2.567 0.847 6.730  0.000
72 H 1.688 2.650 5.484  0.008
73 H 2.606 1.645 4.344  0.001
74 H -0.335 1.757 4.679  0.009
75 H 0.514 2.334 3.441  0.010

Computed properties:
- HOMO energy (spin up / spin down) (hartree) = -0.4594 / -0.4593
- max |F| (eV/A) = 3.4
- HOMO-LUMO gap (spin up / spin down) (eV) = 7.3 / 2.4
- spin multiplicity = 5
- LUMO level (spin up / spin down) (eV) = -5.156 / -10.124
- total charge = +2

No. 4
Density functional theory data (wB97M-V/def2-TZVPD) for a 4-piece molecular cluster, C2H11NO4 overall at a distorted geometry.

Last column: Löwdin spin population.
CARTESIAN COORDINATES (ANGSTROEM)
1 O -2.050 -0.482 -2.338  0.450
2 C -1.413 -1.440 -1.768  0.074
3 C -0.301 -1.110 -0.577  0.081
4 N -0.248 -1.685 0.908  0.299
5 H -1.459 -2.528 -2.243  0.051
6 H 0.605 -1.510 -0.998  0.017
7 H -0.334 0.011 -0.505  -0.001
8 H -0.884 -1.080 1.528  0.007
9 H -0.630 -2.620 0.784  0.010
10 H -1.138 1.553 0.371  0.000
11 H 0.097 2.340 0.891  0.000
12 O -0.578 1.665 1.095  0.002
13 H 2.173 2.079 -1.087  0.000
14 H 2.253 1.464 0.405  0.000
15 O 1.658 1.901 -0.277  0.002
16 H 1.016 0.386 1.871  0.000
17 H 1.958 -0.613 2.389  0.000
18 O 2.016 0.368 2.059  0.006

Computed properties:
- HOMO energy (spin up / spin down) (hartree) = -0.5388 / -0.5380
- max |F| (eV/A) = 7.8
- HOMO-LUMO gap (spin up / spin down) (eV) = 8.4 / 4.8
- spin multiplicity = 2
- ΔE to the lowest compared entry with this formula, charge and spin (kcal/mol) = 84.5
- LUMO level (spin up / spin down) (eV) = -6.269 / -9.861
- total charge = +1